# 1
C25H35BN2O10 | ωB97M-V with the def2-TZVPD basis set

Structure (XYZ):
```
73
Properties=species:S:1:pos:R:3:forces:R:3:lowdin_charge:R:1
C 4.653 0.652 -0.069 0.1215 0.0397 0.1351 -0.1035
N 3.265 0.607 -0.689 0.4170 -0.0846 2.0941 -0.1034
C 2.903 -0.866 -0.653 -0.2517 -1.0069 -0.9714 -0.0921
B 2.338 1.402 0.177 0.9288 -0.0705 0.8336 -0.4743
O 2.780 1.780 1.523 -1.5873 -1.2220 -1.4364 0.0555
C 0.836 1.856 -0.233 -3.0244 0.3878 -1.0473 0.0092
C -0.310 0.816 -0.219 -1.2092 4.4831 -1.0567 0.0513
C -1.739 1.309 -0.585 1.2560 1.0474 -0.4124 -0.1423
C -2.915 0.222 -0.515 0.3299 0.8295 0.3654 -0.1625
C -3.517 0.322 1.000 0.7312 -0.2493 -0.4506 -0.1588
C -3.929 -1.105 1.607 -0.7775 1.7117 0.8119 -0.2626
O -2.733 -1.783 2.072 -0.5864 0.5966 0.2758 -0.1156
C -2.085 2.789 -0.974 4.1354 -0.8417 0.8347 0.0640
C -0.917 3.797 -0.980 0.4300 -3.3778 0.4817 -0.0326
C 0.517 3.314 -0.619 -1.9598 -1.2731 -0.3703 -0.0097
C 1.452 4.623 -0.753 1.8352 -1.0053 -0.2162 -0.2671
O 2.698 4.779 -0.972 -6.2068 -0.8295 1.2032 0.0632
N 0.443 5.724 -0.602 -0.1136 0.8201 -0.6111 0.0656
C -0.850 5.363 -1.272 -1.4315 -0.6490 -0.7327 -0.3144
O -1.658 6.115 -1.853 3.3559 -2.8301 2.4841 0.0845
H 4.934 1.746 0.114 -0.1837 -1.6993 -0.0820 0.1015
H 5.433 0.143 -0.738 -1.2695 0.8751 0.6642 0.1027
H 4.610 0.028 0.898 0.3862 1.2555 -1.0881 0.0890
H 3.853 -1.494 -0.480 -1.5798 1.1946 -0.3148 0.0814
H 2.193 -1.139 0.202 0.8878 0.3415 -1.2445 0.0818
H 2.487 -1.238 -1.665 0.3869 0.7403 1.6491 0.1097
H 2.042 1.540 2.137 0.7870 0.8459 -0.7028 0.1107
H -0.170 -0.276 0.077 -0.1199 1.7616 -0.5009 0.1178
H -3.709 0.457 -1.311 1.1215 -0.3048 1.2633 0.1147
H -2.516 -0.836 -0.734 -0.4504 1.6996 0.4874 0.1219
H -2.641 0.721 1.634 -1.4240 -0.6322 -0.7396 0.1099
H -4.339 1.114 1.047 0.9393 -1.2785 -0.1068 0.1176
H -4.600 -0.882 2.522 0.8839 -0.4707 -1.4881 0.1182
H -4.562 -1.719 0.886 1.3530 0.5956 0.9782 0.1130
H -2.480 -1.321 2.908 -0.2570 -0.6083 -1.0705 0.0942
H -3.133 3.137 -1.234 1.5217 -0.7192 0.3944 0.1122
H 0.116 5.721 0.386 0.8180 0.2784 -0.5811 0.1435
O 4.281 1.036 -6.248 -0.3311 0.1141 0.7100 0.1095
C 3.677 1.787 -5.526 0.2765 -0.5991 -0.7484 -0.4802
O 3.088 1.412 -4.358 0.3346 -0.0531 -0.3803 0.0328
C 2.369 2.524 -3.812 -0.4080 0.0839 0.5330 -0.1675
C 2.993 3.749 -4.428 0.0793 0.6877 0.0356 -0.1668
C 3.420 3.246 -5.792 0.1034 0.4366 0.3336 -0.0832
H 1.313 2.419 -4.081 0.0244 -0.0367 0.0024 0.1325
H 2.458 2.529 -2.725 0.0499 -0.3204 -0.1460 0.0964
H 2.316 4.604 -4.468 0.0220 -0.0904 0.0802 0.1197
H 3.875 4.043 -3.851 -0.1306 -0.0068 -0.0112 0.1234
H 2.618 3.337 -6.528 0.1317 -0.0449 -0.0793 0.1330
H 4.322 3.747 -6.141 -0.1418 -0.2129 -0.2816 0.1276
O 3.175 -3.123 1.009 0.8490 -0.4537 0.2559 0.0926
C 4.144 -3.298 1.703 -0.9653 -0.1607 -0.3533 -0.4706
O 5.345 -3.732 1.236 -0.4332 0.2284 -0.0945 0.0332
C 6.238 -3.936 2.337 0.5138 -0.1742 0.1090 -0.1626
C 5.690 -3.082 3.457 0.2128 0.2405 0.5797 -0.1646
C 4.199 -3.120 3.196 0.3650 0.3021 0.2704 -0.0787
H 6.243 -5.000 2.590 -0.0234 0.0483 -0.0393 0.1288
H 7.248 -3.636 2.051 -0.1687 -0.0990 -0.2008 0.1281
H 5.972 -3.439 4.448 0.0413 -0.0091 -0.1205 0.1188
H 6.054 -2.055 3.352 -0.0013 -0.1159 0.0121 0.1214
H 3.723 -3.979 3.675 -0.1150 0.0946 -0.0636 0.1352
H 3.714 -2.192 3.499 -0.2551 -0.2452 -0.0918 0.1277
O -6.894 -1.166 1.470 -0.0196 -0.7799 -0.0283 0.1024
C -7.359 -2.266 1.628 0.0723 0.9505 -0.3110 -0.4697
O -6.700 -3.418 1.333 0.0193 0.5009 0.0822 0.0258
C -7.577 -4.533 1.537 -0.0228 -0.5766 -0.0537 -0.1603
C -8.634 -4.036 2.495 -0.4591 -0.2564 0.3793 -0.1646
C -8.744 -2.571 2.129 -0.1176 -0.3324 0.4220 -0.0793
H -7.997 -4.827 0.570 0.0410 0.0415 0.0359 0.1295
H -7.014 -5.372 1.948 0.1397 0.1808 -0.1723 0.1285
H -9.577 -4.580 2.415 0.1257 -0.0168 -0.0279 0.1194
H -8.276 -4.131 3.524 -0.0341 -0.0311 -0.1106 0.1221
H -9.460 -2.405 1.319 0.0508 0.1436 0.0566 0.1360
H -8.993 -1.957 2.994 -0.0195 0.2106 -0.3159 0.1301
```
Positions in Å, forces in eV/Å.

orbital gap: 0.2976 Ha
SMILES: CN(C)B(O)c1cc(CCCO)cc2c1C(=O)NC2=O.O=C1CCCO1.O=C1CCCO1.O=C1CCCO1
total charge: 0
HOMO: -0.3269 hartree
lowest unoccupied orbital energy: -0.8 eV

# 2
C9H9NO5 | ωB97M-V with the def2-TZVPD basis set

Structure (XYZ):
```
24
Properties=species:S:1:pos:R:3:forces:R:3:lowdin_charge:R:1
O 2.310 4.802 -0.773 1.3519 1.1621 0.4113 0.1274
O -1.209 1.602 0.902 1.0284 -1.2499 -2.0622 0.0480
O 0.574 -2.422 -1.261 1.9768 -0.8841 -3.0646 0.0926
O 2.240 3.368 -2.495 -0.6104 0.0145 0.7884 0.1084
O -1.580 -0.582 2.316 0.2263 -2.7852 -0.4854 0.0633
C 1.783 3.896 -1.328 -1.4581 -0.1646 -0.6863 -0.5374
C -0.685 1.217 -0.170 0.0695 1.1922 -0.1211 -0.3384
C -0.100 -2.445 -0.284 -0.0397 -0.2566 -0.2656 -0.4253
C -0.574 -1.187 0.187 -2.4397 -4.0355 4.6136 -0.1704
C -1.136 -1.532 1.419 0.5804 2.9554 0.2218 -0.1563
C 0.579 3.310 -0.693 -0.5767 -2.9030 -0.8915 0.0307
C -0.109 2.239 -1.193 1.0670 0.2840 0.8977 0.0577
N -0.377 -0.085 -0.537 -0.2268 3.4319 -1.2580 0.1562
C -0.433 -3.679 0.535 -0.9777 0.3567 0.5907 -0.0671
C -0.850 -2.986 1.862 -0.3155 1.0358 -0.2022 -0.0858
H 3.032 3.891 -2.652 0.3806 0.0812 -0.3946 0.1203
H -1.482 0.283 1.878 -0.0955 0.6406 -0.1522 0.0399
H 0.542 3.543 0.359 -0.2805 0.1159 0.1191 0.1239
H 0.017 1.962 -2.263 -0.0959 0.0267 0.9470 0.1249
H 0.023 -0.261 -1.478 -0.2138 0.1104 0.9238 0.1709
H -1.285 -4.279 0.077 1.0412 0.9229 0.5176 0.1472
H 0.432 -4.341 0.634 -0.1263 0.2281 -0.1049 0.1208
H -0.026 -2.852 2.588 -0.2611 -0.4908 -0.3239 0.1332
H -1.688 -3.463 2.372 -0.0044 0.2111 -0.0183 0.1153
```
Positions in Å, forces in eV/Å.

orbital gap: 0.2894 Ha
SMILES: O=C(O)/C=C/C(=O)NC1=C(O)CCC1=O
total charge: 0
HOMO: -0.3132 hartree
lowest unoccupied orbital energy: -0.6 eV
relative energy (zero: lowest compared OMol25 entry of this formula, charge and spin): 19.6 kcal per mole

# 3
C51H43CoN3O3S2Te | ωB97M-V with the def2-TZVPD basis set

Structure (XYZ):
```
104
Properties=species:S:1:pos:R:3:forces:R:3:lowdin_spin:R:1
Co 0.209 -0.049 0.598 0.8131 -0.6307 0.2674 2.6811
C -0.333 -7.259 -3.170 0.0333 0.0274 0.0156 0.0000
C -0.503 -5.878 -2.609 0.0258 0.0967 -0.0530 0.0001
C -1.178 -5.661 -1.408 -0.0226 -0.0114 0.0319 0.0005
C -1.351 -4.384 -0.902 -0.1004 0.0466 0.1168 0.0017
C -0.835 -3.313 -1.611 0.1485 0.2947 0.0057 0.0093
C -0.130 -3.497 -2.793 0.0035 0.1303 0.0318 0.0008
C 0.025 -4.779 -3.289 -0.0318 -0.0588 0.0122 0.0001
S -1.024 -1.644 -1.027 -0.8580 -1.1427 -0.9536 0.0246
O -0.932 -1.712 0.500 0.4545 0.2630 0.4303 0.0474
C -2.744 -1.294 -1.398 0.1440 0.2186 0.2478 0.0036
C -3.311 -1.888 -2.541 0.0067 -0.0861 -0.1215 0.0005
C -4.557 -1.518 -2.953 0.1114 0.0082 0.0308 0.0004
C -5.265 -0.504 -2.271 0.0838 0.0721 0.1305 0.0003
C -6.533 -0.071 -2.725 -0.1132 0.0616 -0.0070 0.0000
C -7.201 0.930 -2.081 0.0406 -0.1519 -0.1330 0.0001
C -6.628 1.538 -0.947 0.0619 0.0863 0.1574 0.0001
C -5.412 1.134 -0.472 -0.0931 0.0173 0.0067 0.0005
C -4.691 0.098 -1.119 0.0317 -0.0207 -0.1602 0.0010
C -3.401 -0.324 -0.672 0.1079 -0.1984 -0.1365 0.0024
C -2.924 0.244 0.630 0.2588 0.1834 -0.0322 0.0199
C -3.602 -0.198 1.810 0.0868 0.0215 0.1817 0.0000
C -4.491 -1.299 1.781 -0.0731 -0.0715 0.0092 0.0045
C -5.138 -1.705 2.914 -0.0024 -0.0257 -0.1003 -0.0016
C -4.955 -1.017 4.129 0.0641 0.0784 0.0650 0.0060
C -4.102 0.050 4.191 -0.0681 -0.0325 0.0566 -0.0017
C -3.390 0.468 3.047 -0.0483 -0.1179 -0.1821 0.0049
C -2.447 1.522 3.124 0.0129 0.0958 -0.0633 -0.0035
C -1.709 1.848 2.034 -0.0376 0.1142 0.0367 0.0072
C -1.951 1.215 0.783 -0.2952 0.0204 -0.0918 0.0043
S -0.914 1.914 -0.515 -1.1834 1.1383 -0.1050 0.0135
O -1.231 1.234 -1.801 0.1465 -0.2132 -0.2501 0.0072
C -1.630 3.554 -0.624 0.5725 -0.0632 0.1596 0.0055
C -2.883 3.711 -1.194 -0.1018 -0.1528 -0.0312 0.0010
C -3.392 4.990 -1.318 -0.0069 -0.0322 -0.0105 0.0004
C -2.669 6.105 -0.886 0.0899 -0.0120 0.0718 -0.0002
C -3.232 7.488 -1.032 0.0045 -0.0452 -0.0533 0.0000
C -1.405 5.911 -0.332 -0.0565 0.0262 -0.0234 0.0001
C -0.875 4.637 -0.204 0.0369 -0.1187 0.0189 0.0002
H -0.886 -7.996 -2.593 0.0069 -0.0124 -0.0074 0.0000
H 0.722 -7.539 -3.169 -0.0134 -0.0317 0.0041 0.0000
H -0.678 -7.294 -4.204 -0.0073 -0.0277 0.0046 0.0000
H -1.581 -6.506 -0.864 -0.0011 0.0011 -0.0076 0.0001
H -1.874 -4.214 0.032 -0.0059 -0.0404 -0.0125 0.0003
H 0.278 -2.640 -3.319 0.0141 -0.0491 -0.0273 0.0002
H 0.564 -4.934 -4.216 -0.0106 0.0044 0.0014 0.0000
H -2.757 -2.646 -3.077 -0.0529 -0.0199 -0.0319 0.0001
H -5.010 -1.990 -3.815 0.0106 0.0103 -0.0085 0.0000
H -6.957 -0.547 -3.600 -0.0137 0.0145 0.0060 0.0000
H -8.167 1.259 -2.438 -0.0019 -0.0015 0.0055 0.0000
H -7.163 2.333 -0.444 0.0139 -0.0051 0.0037 0.0000
H -4.990 1.615 0.401 -0.0304 0.0234 0.0115 0.0002
H -4.647 -1.831 0.852 -0.0213 0.0023 0.0160 0.0002
H -5.803 -2.557 2.879 -0.0010 0.0045 -0.0083 -0.0002
H -5.485 -1.343 5.014 -0.0191 0.0210 -0.0064 0.0003
H -3.952 0.590 5.118 0.0035 -0.0332 -0.0055 -0.0002
H -2.301 2.033 4.067 0.0102 0.0207 -0.0268 -0.0002
H -0.962 2.635 2.084 -0.0164 -0.0088 0.0552 0.0003
H -3.438 2.847 -1.542 -0.0233 0.0458 -0.0067 0.0001
H -4.370 5.129 -1.762 -0.0051 0.0048 0.0130 0.0001
H -4.318 7.477 -0.958 0.0001 0.0326 0.0129 0.0000
H -2.972 7.900 -2.010 -0.0025 0.0075 0.0093 0.0000
H -2.831 8.155 -0.272 -0.0257 0.0278 -0.0048 0.0000
H -0.824 6.765 -0.008 -0.0216 0.0047 0.0160 0.0000
H 0.113 4.483 0.215 -0.0058 0.0605 -0.0078 0.0000
Te 1.349 0.201 2.996 0.0109 -0.0066 0.7908 0.0518
C 1.515 -1.829 3.582 -0.0418 0.2439 -0.2149 0.0051
C 0.447 -2.702 3.425 -0.0235 0.0397 -0.1092 0.0011
C 0.580 -4.015 3.850 -0.0223 -0.0528 0.0127 0.0001
C 1.772 -4.451 4.410 0.0106 0.0194 -0.0086 0.0003
C 2.839 -3.575 4.547 -0.0039 -0.0894 0.0253 0.0001
C 2.715 -2.256 4.135 -0.0105 0.1025 0.0400 0.0021
C 0.264 0.810 4.724 0.1498 0.0638 -0.1809 0.0082
C -0.752 0.044 5.281 0.0539 -0.0924 -0.0852 0.0022
C -1.324 0.437 6.482 0.0478 -0.0069 0.0001 -0.0001
C -0.889 1.593 7.117 -0.0245 0.0202 0.0491 0.0022
C 0.103 2.374 6.543 -0.0737 0.0230 0.0323 0.0000
C 0.685 1.981 5.346 0.0166 -0.0523 -0.1806 0.0034
H -0.470 -2.369 2.955 -0.0209 -0.0347 0.0257 0.0003
H -0.249 -4.704 3.744 -0.0055 0.0213 -0.0186 0.0000
H 1.869 -5.477 4.740 0.0074 0.0046 0.0011 0.0000
H 3.767 -3.921 4.982 0.0050 0.0399 0.0065 0.0000
H 3.541 -1.567 4.260 0.0091 -0.0143 -0.0042 0.0007
H -1.103 -0.852 4.785 0.0410 -0.0477 0.0475 0.0001
H -2.104 -0.167 6.927 0.0159 -0.0137 0.0072 0.0000
H -1.318 1.877 8.069 -0.0214 0.0309 -0.0278 0.0001
H 0.435 3.279 7.034 0.0160 -0.0063 -0.0039 0.0000
H 1.472 2.578 4.901 0.0315 0.0111 0.0858 0.0003
C 4.829 -1.422 0.299 0.0325 -0.0896 0.2317 0.0005
N 3.946 -0.719 -0.631 -0.1225 0.0079 0.0445 0.0004
C 4.395 -0.114 -1.759 -0.0485 0.1040 -0.2396 0.0004
C 3.559 0.561 -2.576 0.0084 0.0409 0.0040 0.0010
C 2.181 0.649 -2.213 0.0477 -0.1384 0.0660 0.0041
N 1.758 0.089 -1.064 -0.1747 0.2973 0.0828 0.0263
C 2.619 -0.613 -0.303 0.2305 -0.1511 0.0461 0.0038
O 2.178 -1.152 0.729 -0.1317 -0.1327 -0.1080 0.0405
N 1.308 1.255 -3.001 -0.0961 -0.0082 0.1121 0.0010
H 5.819 -1.512 -0.137 -0.0258 0.0289 -0.0796 0.0001
H 4.426 -2.408 0.518 0.0004 -0.0019 -0.0695 0.0001
H 4.892 -0.868 1.235 0.0165 0.0060 -0.0377 0.0001
H 5.449 -0.214 -1.977 0.0097 -0.0334 0.0596 0.0001
H 3.910 1.025 -3.485 0.0734 -0.0341 0.0152 0.0003
H 1.619 1.700 -3.848 -0.0086 -0.0299 -0.0177 0.0000
H 0.313 1.240 -2.766 -0.0056 0.0601 0.0259 0.0000
```
Positions in Å, forces in eV/Å.

orbital gap (spin up / spin down): 0.2854 / 0.2617 Ha
total charge: +2
HOMO (spin up / spin down): -0.4666 / -0.4665 hartree
lowest unoccupied orbital energy (spin up / spin down): -4.9 / -5.6 eV
2S+1: 4

# 4
C2H5ClFN | ωB97M-V with the def2-TZVPD basis set

Structure (XYZ):
```
10
Properties=species:S:1:pos:R:3:forces:R:3:lowdin_charge:R:1
C -0.026 0.092 0.810 1.0005 -2.5137 -1.8791 -0.2196
C -0.487 -0.527 -0.568 -1.2637 -3.3536 4.9472 -0.6535
H 0.715 1.870 -0.384 -1.6332 -0.0169 0.3821 0.0686
H 1.687 0.638 -0.209 -1.5727 0.7833 1.5436 0.1089
H 0.622 -0.703 1.421 -1.2661 1.7368 -1.5339 0.1584
H -0.889 0.263 1.452 0.1695 1.0408 -0.2603 0.0968
H -0.915 0.138 -1.151 -1.5221 3.5357 -2.8883 0.0275
N 0.869 1.131 0.289 3.4439 -0.9392 0.1375 -0.0346
F 0.457 -1.205 -1.153 1.5840 -0.8258 -0.8663 0.0156
Cl -2.033 -1.698 -0.508 1.0599 0.5525 0.4176 0.4318
```
Positions in Å, forces in eV/Å.

orbital gap: 0.3897 Ha
SMILES: NC[C@@H](F)Cl
total charge: 0
HOMO: -0.3564 hartree
lowest unoccupied orbital energy: 0.9 eV
relative energy (zero: lowest compared OMol25 entry of this formula, charge and spin): 29.7 kcal per mole